Computed, not measured: H11O7V as an isolated structure, with ωB97M-V/def2-TZVPD.

- Highest occupied orbital energy (alpha / beta): -1.5 / -3.9 eV
- Energy relative to the best compared isomer or geometry (same formula, charge and spin): 0.000 eV
- Molecular weight: 174.0 g mol⁻¹
- <S²>: 3.754
- E_LUMO (alpha / beta): 2.98 / 2.95 eV

```
! RIJCOSX wB97M-V def2-TZVPD def2/J DEFGRID3
* xyz -1 4
V 0.231 -0.354 0.020
O 0.703 0.635 -1.818
H 1.275 1.383 -1.634
O -1.251 0.839 1.044
H -1.946 1.491 1.039
O 1.684 -1.832 -0.477
H 1.438 -2.758 -0.509
O -1.090 2.579 -1.551
H -1.252 2.248 -0.654
H -0.399 1.901 -1.841
O -1.380 -1.403 -1.011
H -1.356 -2.149 -1.613
H -2.289 -1.129 -0.862
O 1.744 0.984 0.899
H 2.680 0.760 0.866
H 1.592 1.661 1.564
O -0.104 -1.460 1.851
H -0.590 -1.099 2.600
H 0.310 -2.294 2.087
*
```

How is the electron density shared among the atoms? According to Mulliken, the charges in e are:
1 V 0.903
2 O -0.957
3 H 0.210
4 O -0.900
5 H 0.119
6 O -0.815
7 H 0.099
8 O -0.742
9 H 0.304
10 H 0.472
11 O -0.389
12 H 0.232
13 H 0.270
14 O -0.425
15 H 0.262
16 H 0.260
17 O -0.428
18 H 0.256
19 H 0.270

=====

Computed, not measured: C40H22BrCl2F4GaN3O6PS2Se as an isolated structure, with ωB97M-V/def2-TZVPD.

- Highest occupied orbital energy (alpha / beta): -1.3 / -0.5 eV
- Energy relative to the best compared isomer or geometry (same formula, charge and spin): 3.015 eV
- Molecular weight: 1111.2 g mol⁻¹
- E_LUMO (alpha / beta): 3.25 / 3.25 eV

```
! RIJCOSX wB97M-V def2-TZVPD def2/J DEFGRID3
* xyz -2 1
Ga 12.135 15.202 15.436
S 13.078 15.656 17.441
C 14.451 16.681 17.127
C 15.212 17.187 18.196
C 16.303 18.014 17.893
C 17.277 18.227 18.841
N 18.139 18.377 19.633
C 16.407 18.673 16.639
C 15.749 18.057 15.566
C 14.900 16.972 15.839
S 13.999 16.375 14.406
C 17.170 19.869 16.547
N 17.658 20.895 16.283
H 14.997 16.994 19.262
H 15.883 18.505 14.590
F 5.932 15.422 6.090
C 7.070 15.087 6.743
C 8.252 15.248 6.005
F 8.432 15.678 4.742
C 9.386 14.995 6.763
F 10.509 15.102 5.995
C 9.323 14.894 8.148
P 10.766 15.392 9.109
C 12.052 14.161 8.716
C 12.110 13.333 7.580
C 13.120 12.368 7.470
C 14.088 12.196 8.483
C 13.973 12.982 9.642
C 12.873 13.838 9.774
C 11.345 16.902 8.123
C 10.352 17.885 7.940
C 10.581 19.122 7.330
C 11.852 19.446 6.891
C 12.811 18.481 7.036
C 12.585 17.197 7.593
C 8.159 14.480 8.826
Br 8.050 13.553 10.543
C 7.034 14.462 8.038
F 5.926 13.799 8.430
H 11.338 13.392 6.858
H 13.107 11.651 6.638
H 14.905 11.461 8.339
H 14.646 12.842 10.505
H 12.728 14.336 10.752
H 9.295 17.714 8.216
H 9.740 19.777 7.045
H 12.106 20.364 6.366
H 13.816 18.720 6.782
H 13.363 16.490 7.773
O 10.876 18.944 15.745
Se 11.282 18.058 14.500
O 13.086 17.758 14.623
O 10.712 16.407 14.710
O 10.550 15.634 10.565
Cl 11.172 7.107 12.520
C 12.793 7.560 12.223
C 13.546 6.722 11.410
C 14.925 6.934 11.172
C 15.522 8.080 11.749
C 14.768 8.967 12.544
Cl 15.622 10.082 13.492
C 13.406 8.728 12.822
N 12.634 9.765 13.417
C 11.916 9.603 14.568
C 12.165 8.476 15.373
C 11.350 8.136 16.418
C 10.253 8.942 16.799
C 10.073 10.102 16.072
C 10.826 10.422 14.938
C 10.465 11.661 14.083
C 11.450 12.852 14.162
O 11.268 13.568 15.278
O 12.324 13.146 13.327
H 13.027 5.965 10.798
H 15.560 6.279 10.549
H 16.497 8.506 11.438
H 12.785 10.697 13.074
H 12.941 7.777 15.097
H 11.517 7.188 17.018
H 9.540 8.752 17.568
H 9.300 10.814 16.306
H 9.456 12.042 14.399
H 10.416 11.373 13.020
*
```

How is the electron density shared among the atoms? According to Mulliken, the charges in e are:
1 Ga 0.672
2 S -0.389
3 C 0.410
4 C -0.932
5 C 0.305
6 C 0.073
7 N -0.655
8 C 0.329
9 C -0.460
10 C 0.120
11 S 0.001
12 C 0.034
13 N -0.588
14 H 0.362
15 H 0.465
16 F -0.352
17 C -0.065
18 C 0.416
19 F -0.301
20 C -0.262
21 F -0.423
22 C 0.340
23 P 1.389
24 C 0.257
25 C -0.242
26 C -0.594
27 C -0.400
28 C -0.548
29 C -0.541
30 C 0.326
31 C -0.372
32 C -0.590
33 C -0.403
34 C -0.564
35 C -0.411
36 C -0.626
37 Br -0.212
38 C 0.635
39 F -0.343
40 H 0.382
41 H 0.367
42 H 0.328
43 H 0.447
44 H 0.278
45 H 0.250
46 H 0.300
47 H 0.355
48 H 0.376
49 H 0.440
50 O -0.644
51 Se 0.827
52 O -0.374
53 O -0.538
54 O -0.631
55 Cl -0.180
56 C 0.913
57 C -0.459
58 C -0.576
59 C -0.557
60 C 0.538
61 Cl -0.203
62 C -0.844
63 N 0.336
64 C 0.569
65 C -0.405
66 C -0.577
67 C -0.794
68 C -0.523
69 C 0.617
70 C -1.284
71 C 0.666
72 O -0.079
73 O -0.658
74 H 0.322
75 H 0.346
76 H 0.300
77 H 0.100
78 H 0.457
79 H 0.263
80 H 0.415
81 H 0.404
82 H 0.486
83 H 0.384

=====

Computed, not measured: C24H63F6MnN3O19S2 as an isolated structure, with ωB97M-V/def2-TZVPD.

- Highest occupied orbital energy (alpha / beta): -9.4 / -9.5 eV
- Energy relative to the best compared isomer or geometry (same formula, charge and spin): 0.000 eV
- Molecular weight: 930.8 g mol⁻¹
- <S²>: 8.752
- E_LUMO (alpha / beta): 0.59 / 0.59 eV

```
! RIJCOSX wB97M-V def2-TZVPD def2/J DEFGRID3
* xyz 0 6
Mn 0.217 -0.868 -0.533
C 0.407 -4.497 -1.749
F -0.770 -3.898 -2.047
F 0.369 -5.822 -1.951
F 1.211 -3.853 -2.617
S 0.990 -4.211 -0.029
O 0.118 -4.967 0.833
O 2.373 -4.589 -0.079
O 0.769 -2.751 0.098
C -1.644 3.457 -0.865
F -2.756 2.738 -0.677
F -1.886 4.453 -1.702
F -1.306 3.976 0.315
S -0.244 2.427 -1.479
O 0.883 3.312 -1.208
O -0.343 1.253 -0.578
O -0.592 2.177 -2.868
C -4.418 0.679 -3.874
C -2.906 0.619 -3.732
O -2.504 -0.747 -3.937
O -4.879 0.410 -5.247
H -4.817 1.630 -3.558
H -4.807 -0.160 -3.298
H -2.484 0.981 -2.776
H -2.412 1.255 -4.484
H -2.969 -1.092 -4.692
H -4.820 1.241 -5.734
C 5.614 2.839 -2.197
C 4.273 3.376 -1.917
O 3.867 2.828 -0.730
O 5.356 1.518 -2.654
H 6.133 2.765 -1.238
H 6.269 3.379 -2.934
H 3.602 3.030 -2.726
H 4.222 4.510 -1.861
H 2.916 2.933 -0.623
H 6.170 1.029 -2.647
C 2.501 -0.088 -2.382
C 3.229 -0.337 -1.052
O 2.219 -0.246 -0.015
O 1.382 -0.930 -2.416
H 3.146 -0.391 -3.180
H 2.180 0.948 -2.423
H 3.994 0.466 -0.876
H 3.607 -1.376 -1.105
H 2.711 0.163 0.758
H 1.228 -1.158 -3.342
C -2.776 -4.240 3.139
C -1.919 -4.150 4.404
O -1.831 -2.784 4.792
O -2.036 -3.744 2.012
H -3.683 -3.648 3.230
H -2.987 -5.312 3.014
H -0.897 -4.549 4.196
H -2.382 -4.681 5.228
H -0.925 -2.546 5.013
H -1.284 -4.355 1.804
C -2.932 -1.338 -0.502
C -2.522 -0.696 0.831
O -1.206 -1.121 1.145
O -1.781 -1.239 -1.362
H -3.827 -0.830 -0.925
H -3.248 -2.387 -0.388
H -3.216 -0.838 1.665
H -2.385 0.351 0.663
H -1.332 -2.028 1.422
H -2.129 -1.319 -2.289
C 2.544 -2.064 2.911
C 1.922 -0.771 3.345
C 1.881 -0.696 4.873
O 1.138 -1.824 5.398
C 1.241 -1.946 6.754
N 2.721 0.297 2.764
H 2.672 -2.032 1.838
H 1.889 -2.924 3.119
H 3.548 -2.338 3.382
H 0.940 -0.770 2.938
H 1.435 0.248 5.118
H 2.853 -0.733 5.321
H 2.280 -2.046 7.015
H 0.669 -2.803 7.126
H 0.875 -1.071 7.276
H 2.276 1.197 3.006
H 3.668 0.291 3.127
C -1.538 1.496 3.676
C -1.379 2.835 4.440
C -2.575 3.248 5.240
O -3.736 3.140 4.439
C -4.867 3.647 5.130
N -0.188 2.662 5.238
H -2.445 1.656 3.048
H -1.805 0.654 4.318
H -0.641 1.280 3.111
H -1.214 3.575 3.632
H -2.444 4.330 5.516
H -2.723 2.643 6.140
H -4.805 3.217 6.170
H -5.825 3.338 4.682
H -4.795 4.756 5.223
H 0.067 3.541 5.708
H -0.471 2.003 5.993
C 1.904 1.598 -5.308
C 0.863 1.094 -6.289
C 0.211 -0.137 -5.641
O 1.146 -1.085 -5.104
C 1.580 -2.031 -6.085
N -0.329 1.933 -6.526
H 1.659 1.479 -4.244
H 2.120 2.671 -5.434
H 2.789 1.003 -5.534
H 1.264 0.742 -7.264
H -0.494 -0.694 -6.277
H -0.308 0.239 -4.769
H 1.995 -2.874 -5.531
H 2.355 -1.647 -6.745
H 0.734 -2.329 -6.701
H -0.130 2.788 -7.015
H -0.628 2.254 -5.611
*
```

Mulliken atomic charge list, values in e, 99 entries:
1 Mn 1.701
2 C 0.587
3 F -0.199
4 F -0.228
5 F -0.231
6 S 1.292
7 O -0.954
8 O -0.688
9 O -0.427
10 C 0.331
11 F -0.190
12 F -0.211
13 F -0.191
14 S 0.553
15 O -0.631
16 O -0.543
17 O -0.554
18 C -1.022
19 C 1.190
20 O -0.526
21 O -0.571
22 H 0.431
23 H 0.298
24 H -0.454
25 H 0.064
26 H 0.245
27 H 0.340
28 C -0.548
29 C 0.121
30 O -0.536
31 O -0.446
32 H 0.279
33 H 0.354
34 H -0.109
35 H 0.365
36 H 0.303
37 H 0.246
38 C 0.174
39 C -0.884
40 O 0.141
41 O 0.022
42 H 0.504
43 H -0.637
44 H 0.528
45 H 0.386
46 H 0.041
47 H -0.261
48 C -0.623
49 C -0.352
50 O -0.486
51 O -0.224
52 H 0.398
53 H 0.292
54 H 0.294
55 H 0.358
56 H 0.240
57 H 0.199
58 C -0.510
59 C -0.576
60 O 1.047
61 O -0.232
62 H 0.326
63 H 0.248
64 H 0.499
65 H 0.058
66 H -0.275
67 H 0.038
68 C -1.698
69 C 1.875
70 C -1.185
71 O -0.167
72 C -0.950
73 N -0.559
74 H 0.309
75 H 0.276
76 H 0.378
77 H -0.868
78 H 0.366
79 H 0.502
80 H 0.400
81 H 0.222
82 H 0.360
83 H 0.252
84 H 0.269
85 C -0.892
86 C 0.069
87 C -0.793
88 O -0.214
89 C -0.753
90 N -0.595
91 H 0.417
92 H 0.373
93 H 0.009
94 H 0.263
95 H 0.362
96 H 0.393
97 H 0.293
98 H 0.229
99 H 0.281

=====

Computed, not measured: C3H4O3Tl as an isolated structure, with ωB97M-V/def2-TZVPD.

- Highest occupied orbital energy (alpha / beta): -8.2 / -8.9 eV
- Energy relative to the best compared isomer or geometry (same formula, charge and spin): 1.258 eV
- Molecular weight: 292.4 g mol⁻¹
- <S²>: 0.772
- E_LUMO (alpha / beta): -0.71 / -1.26 eV

```
! RIJCOSX wB97M-V def2-TZVPD def2/J DEFGRID3
* xyz 0 2
Tl 0.435 2.658 -3.098
O 1.264 0.870 -1.790
O -0.863 1.447 -1.525
C 0.131 0.730 -1.291
O 0.559 -1.994 -0.068
C -0.172 -0.996 0.211
C -0.034 -0.488 1.640
H -0.358 0.561 1.678
H -1.247 -1.146 -0.030
H 1.002 -0.583 1.985
H -0.717 -1.058 2.287
*
```

How is the electron density shared among the atoms? According to Mulliken, the charges in e are:
1 Tl 0.666
2 O -0.640
3 O -0.646
4 C 0.669
5 O -0.528
6 C 0.248
7 C -0.908
8 H 0.300
9 H 0.258
10 H 0.294
11 H 0.286